(1)
Density functional theory data (wB97M-V/def2-TZVPD) for 2 unconnected molecules or ions with the total composition C2H8O2 in a non-equilibrium geometry.

- Orbital gap: 10.497 eV
- LUMO: 0.027 hartree

```
! wB97M-V def2-TZVPD RIJCOSX def2/J DEFGRID3
* xyz 0 1
O 0.590 0.553 0.496
H -0.478 2.961 0.573
C 0.268 -1.626 -0.742
H 0.445 -2.659 -0.435
C 0.565 -0.897 0.566
H -0.219 -1.135 1.305
H -1.762 3.183 -0.138
H -0.700 -1.352 -1.153
H 1.015 -1.317 -1.474
H -0.239 0.792 0.066
O -1.020 2.555 -0.115
H 1.534 -1.057 1.051
*
```

(2)
Density functional theory data (wB97M-V/def2-TZVPD) for C8H16 in the gas phase in a non-equilibrium geometry.

- Orbital gap: 9.742 eV
- LUMO: 0.034 hartree

```
! wB97M-V def2-TZVPD RIJCOSX def2/J DEFGRID3
* xyz 0 1
H -1.940 0.413 0.546
C 0.664 0.419 0.317
H 1.393 -1.909 -0.346
H 2.236 0.857 1.908
C 0.724 1.613 -0.181
H 1.615 2.153 0.053
C 1.496 0.126 1.631
H 0.035 -2.939 -0.120
C -0.638 -0.677 -1.624
H 1.999 -0.910 1.687
H -1.351 0.040 -1.838
H -2.384 -1.264 0.346
H 0.639 -2.231 1.241
C -0.335 -0.718 -0.095
H 0.810 0.049 2.546
H -0.623 3.235 -0.428
H 0.408 2.895 -1.805
C -0.280 2.412 -1.046
C 0.456 -1.954 0.180
H -1.174 1.930 -1.395
H -1.388 -0.815 1.807
C -1.589 -0.579 0.687
H 0.201 -0.436 -2.200
H -0.975 -1.708 -1.874
*
```

(3)
Density functional theory data (wB97M-V/def2-TZVPD) for 5 unconnected molecules or ions with the total composition C35H57F15NO11.

- Orbital gap: 10.595 eV
- LUMO: -0.073 hartree

```
! wB97M-V def2-TZVPD RIJCOSX def2/J DEFGRID3
* xyz 1 1
F -0.064 10.724 0.232
F 6.228 1.923 -7.369
H -4.273 14.132 0.977
H 2.437 0.041 0.955
H -1.257 -5.411 -4.973
C 5.296 -1.584 -3.637
H 0.098 1.338 -1.246
H -3.378 -5.475 -3.625
F -3.940 5.142 2.269
C 1.335 -2.935 2.352
C -2.610 -6.237 -3.506
O -1.472 6.115 2.190
C -2.050 11.866 0.780
C 2.052 -5.348 2.884
H 5.140 -3.003 -5.255
C -1.759 -6.654 4.207
H 0.301 -5.825 1.748
H -0.849 -4.907 3.290
H -3.772 -2.624 3.328
O -1.421 0.035 0.685
H 0.612 -0.379 -4.491
H 0.164 -1.322 -3.106
C -2.913 -3.143 2.902
F -0.101 -3.328 -0.794
C -0.997 1.340 -1.363
C -3.555 13.529 2.918
C -1.701 -5.144 3.935
H 3.301 -3.824 1.986
C 5.677 -2.088 -5.011
H 0.452 -3.009 1.709
H 1.692 -5.080 3.878
C 0.511 -7.367 3.258
H 3.030 -5.818 3.013
C 6.132 -0.138 -6.231
C -0.762 11.820 -0.066
H -0.639 -1.303 2.617
O -1.336 1.508 -2.713
C 1.109 -6.372 2.237
C 0.215 -0.296 -3.480
F 4.291 0.973 -7.241
O 7.160 0.066 -5.661
F 0.250 -5.462 -0.700
C -0.698 -4.542 -0.830
H -0.822 7.214 -0.244
H 0.856 -0.528 -0.740
F -1.513 -4.610 0.225
H -2.751 0.233 -0.844
H 4.231 -1.351 -3.601
O -1.029 4.564 0.610
H -2.011 -2.683 3.309
H -1.453 8.437 0.862
H -0.959 -7.104 -4.577
H -2.880 14.375 3.045
H 0.530 6.225 1.627
H 5.845 -0.676 -3.387
O -2.484 10.904 1.345
C -3.809 13.271 1.451
O -1.812 -5.936 -2.330
C -1.739 -6.359 -4.735
C 5.603 0.756 -7.372
C -0.596 7.799 0.649
H -1.380 -7.319 2.176
H -0.069 7.475 2.713
C -1.022 -7.522 3.190
H -3.813 -4.899 3.829
C 2.093 -0.988 0.836
C 1.980 -1.556 2.256
H 0.992 -8.333 3.109
H -1.376 0.693 -4.547
F -2.637 3.676 3.191
H -4.494 13.750 3.424
H -3.101 12.661 3.397
O 5.292 -1.144 -6.028
C -0.097 0.046 1.063
H 1.999 -4.444 0.961
C -1.498 -4.678 -2.140
F 4.214 -1.927 0.447
H -3.041 -5.237 2.290
C -0.306 6.895 1.825
H -1.345 2.227 -0.827
C -2.941 4.298 2.042
C 2.251 -4.121 1.971
H -3.099 -7.179 -3.276
H -2.815 -6.943 4.181
F 3.324 -0.724 -1.117
F -1.072 11.778 -1.365
C 3.069 -1.623 -0.145
H 0.755 -7.049 4.274
C -2.955 -4.643 3.204
O -2.568 13.076 0.734
C -1.179 0.358 -3.531
C -1.687 5.018 1.504
F 5.815 0.155 -8.545
H -4.456 12.409 1.297
H -1.268 -8.565 3.402
F -3.348 3.376 1.171
H -1.942 -0.394 -3.309
N 0.738 -0.895 0.211
H 0.268 8.420 0.444
H -1.397 -0.812 -1.201
F 0.009 12.884 0.148
O 1.272 -0.576 3.006
C -0.039 -0.393 2.523
H 5.517 -2.340 -2.883
H 1.633 -6.930 1.460
H -1.572 -4.580 4.862
C -1.673 0.137 -0.726
H 0.979 -3.082 3.372
H 0.944 0.296 -2.925
H -1.416 -6.895 5.215
H 6.743 -2.296 -5.081
H 0.281 -1.811 0.177
F 2.567 -2.702 -0.750
H -2.344 -6.661 -5.587
H 0.343 1.042 0.945
H -0.534 0.386 3.100
H 2.990 -1.597 2.661
H -2.947 -2.938 1.830
O -1.780 -3.725 -2.807
*
```

(4)
Density functional theory data (wB97M-V/def2-TZVPD) for 20 unconnected molecules or ions with the total composition H40O20 in a non-equilibrium geometry.

- Orbital gap: 9.794 eV
- LUMO: -0.013 hartree

```
! wB97M-V def2-TZVPD RIJCOSX def2/J DEFGRID3
* xyz 0 1
H 1.912 -1.749 -1.250
H 0.681 -0.081 -4.105
O -0.890 0.802 -3.865
H 3.013 0.437 -1.678
H 3.297 -0.571 1.420
H -1.407 -5.224 -0.923
H 1.802 0.009 -5.241
H -4.142 -1.719 -1.117
O -2.268 0.867 3.342
H 1.746 2.646 0.674
H -3.732 -1.850 2.040
H -0.404 0.658 1.932
H -0.510 -4.122 -0.625
H -3.806 0.890 -3.220
O 2.077 0.560 -1.565
H -5.193 -1.671 1.382
H -0.639 -3.081 1.338
H 3.584 0.943 -0.310
H -0.177 5.442 2.694
O 2.389 3.180 4.470
H -0.925 2.642 -0.124
O 0.404 0.859 1.470
H 2.594 4.017 3.986
H -1.611 0.977 4.059
O 2.589 -0.673 0.793
H 1.108 -2.300 -2.496
H 1.084 4.422 2.241
H 1.955 -2.669 3.451
O -0.880 3.175 0.649
O 1.672 -2.531 -1.765
H 1.805 0.030 -0.797
O -3.811 0.000 -2.905
O -3.710 -2.493 -0.835
O -1.099 -1.738 -2.163
H 0.263 0.171 0.769
H -0.319 -2.291 -1.814
O -0.514 -4.957 -1.188
O -1.575 0.209 -0.575
H -1.477 0.223 -4.405
O 0.260 4.561 2.742
H 1.884 2.668 3.756
H 1.761 -0.848 1.190
H 5.065 1.400 0.250
H 0.323 -2.372 2.086
H -1.555 -0.557 -1.185
H 1.241 2.892 -0.757
O -4.316 -1.234 1.598
O 0.954 -0.327 -5.039
H -2.480 1.709 2.926
O 1.970 3.116 -0.206
O 4.109 1.584 0.226
O 2.419 -1.853 3.364
H 3.275 -2.109 3.014
H -2.929 -0.280 -2.642
H -2.363 0.237 -0.002
H -0.660 1.626 -4.309
H -2.804 -2.458 -0.593
H -0.904 -1.461 -3.071
O 0.294 -3.233 1.559
H -0.803 4.095 0.800
*
```

(5)
Density functional theory data (wB97M-V/def2-TZVPD) for 3 unconnected molecules or ions with the total composition C37H64BrClN3O3S in a non-equilibrium geometry.

- Orbital gap (spin up / spin down): 6.067 / 7.069 eV
- LUMO (spin up / spin down): -0.145 / -0.145 hartree

```
! wB97M-V def2-TZVPD RIJCOSX def2/J DEFGRID3
* xyz 1 3
H 3.128 -2.637 -1.003
C -0.759 3.402 -1.561
H 7.113 -1.386 1.382
O -7.734 1.081 0.506
H -6.708 7.154 -0.574
H -2.839 -3.215 -1.113
H 3.001 -3.903 -2.813
H 1.742 -1.880 -0.237
H -0.051 -5.648 -3.339
C 8.358 -2.971 2.123
H 4.809 -4.135 3.748
C -7.164 2.373 0.574
H -8.988 0.980 2.140
H -4.588 7.414 -2.505
H -6.627 4.897 -2.589
C -8.042 0.561 1.787
H 7.497 -6.222 -0.398
C -1.416 3.883 1.871
H -5.965 4.615 -0.148
H -3.264 -4.473 -2.267
H -1.788 -5.682 -3.496
H 0.145 6.305 -0.162
H 8.528 -3.508 3.060
H 0.700 -6.416 -1.356
C -0.781 5.907 0.249
H 2.584 5.286 2.782
C 0.775 4.694 1.575
H 0.373 -6.372 0.358
H 9.251 -2.367 1.954
H 5.740 -6.067 -0.266
H 2.352 -4.947 -0.272
H -7.239 0.777 2.499
C -1.147 -4.286 -1.983
H -2.324 7.934 0.318
C 5.819 -2.816 2.339
C 1.750 4.904 2.238
S 1.601 2.897 -0.398
H -1.540 6.071 -1.734
C -0.154 3.333 -0.240
H -2.520 8.039 -1.434
H 7.295 -6.752 1.750
H -8.498 3.128 -0.934
C 8.183 -3.951 0.964
C 1.948 -4.180 -2.785
H 9.017 -4.656 0.940
C 0.365 -5.762 -0.547
H -1.995 1.708 2.160
H 8.218 -3.392 0.023
H -1.443 -4.791 0.090
H 1.911 -5.268 -2.813
C -7.115 5.452 -1.783
H 7.622 -5.531 2.955
H -2.640 5.229 -0.705
H 5.957 -5.986 2.580
N 5.719 -3.815 1.229
H 1.493 -3.797 -3.699
C 1.326 -4.587 -0.373
H -6.873 2.749 -1.541
H -7.605 2.916 1.420
N -0.140 -3.190 -1.809
C -2.546 -3.682 -2.051
C 6.941 -5.803 2.150
H -6.078 2.307 0.737
N -0.858 2.155 0.469
H 4.671 -1.172 3.102
C 7.142 -2.054 2.249
H -8.173 5.576 -2.017
H 4.695 -1.234 1.340
C -6.451 6.820 -1.585
C -7.433 3.153 -0.694
C 4.648 -1.842 2.242
Cl -3.142 4.350 1.820
C 6.679 -5.511 -0.279
C -7.002 4.616 -0.506
C -1.263 3.461 -2.643
H -2.612 -2.936 -2.844
H -4.690 8.102 -0.031
H -0.992 6.502 1.142
C -0.478 4.490 0.792
C -4.223 7.184 -0.396
H 3.695 -2.376 2.248
H -8.117 -0.522 1.709
C 6.876 -4.745 1.025
C -1.459 2.424 1.551
C 1.279 -3.583 -1.527
C -4.912 6.757 -1.696
C 2.089 -2.346 -1.158
C -1.057 -5.271 -0.816
H 5.581 -2.731 4.482
C -2.722 7.421 -0.560
H 6.679 -4.855 -1.147
H -0.883 -4.318 -4.146
H -7.632 5.058 0.272
C 5.692 -3.495 3.713
H 2.058 -1.602 -1.957
H 1.533 2.531 -1.686
O -0.558 -2.315 -0.958
H 7.243 -1.417 3.131
H -1.734 3.536 -3.595
H 6.557 -4.089 3.989
H 1.083 -4.069 0.561
H -1.713 -6.119 -1.023
H -1.045 4.085 2.870
C -0.939 -5.023 -3.316
Br -0.822 0.458 -0.292
C -1.958 6.077 -0.726
O 5.390 -3.236 0.123
H -6.871 7.570 -2.254
H -4.618 5.727 -1.922
H -4.374 6.399 0.347
*
```

(6)
Density functional theory data (wB97M-V/def2-TZVPD) for a molecular structure, C9H18O4PtS in a non-equilibrium geometry.

- Orbital gap: 2.323 eV
- LUMO: -0.505 hartree

```
! wB97M-V def2-TZVPD RIJCOSX def2/J DEFGRID3
* xyz 2 1
C 1.989 0.646 -0.431
H -0.523 2.991 -0.156
O 0.839 -2.879 2.061
H 0.027 -2.791 0.138
C 0.967 1.655 -0.940
C -0.268 1.938 -0.046
H 2.434 -0.458 2.236
H 1.485 2.613 -1.001
S 0.291 -1.508 2.614
H -2.225 1.312 0.429
C -1.512 1.174 -0.401
H -0.068 1.797 1.011
H 0.294 -0.653 0.129
H 2.538 0.209 -1.261
O 0.450 -1.450 4.015
Pt -5.191 1.021 -3.348
H 2.852 -1.969 0.824
H 1.375 -3.922 0.398
H -3.304 0.086 -1.775
H -1.392 0.098 -0.546
H -3.106 1.171 -3.211
H 1.110 0.696 2.204
H 0.634 1.426 -1.952
C -3.189 1.126 -2.082
H -4.149 1.711 -1.753
C 1.348 -0.530 0.379
O -2.115 1.738 -1.568
C 2.001 -1.896 0.150
H 2.722 1.160 0.186
C 0.985 -2.937 0.630
O -0.997 -1.206 2.068
C 1.422 -0.291 1.879
H 2.279 -2.079 -0.881
*
```

(7)
Density functional theory data (wB97M-V/def2-TZVPD) for C4H9ClS in the gas phase in a non-equilibrium geometry.

- Orbital gap: 9.986 eV
- LUMO: 0.026 hartree

```
! wB97M-V def2-TZVPD RIJCOSX def2/J DEFGRID3
* xyz 0 1
S 2.055 -0.610 -0.110
C 0.493 0.612 1.522
H 1.445 1.976 -0.982
H -0.593 -1.345 -1.230
C 0.403 1.450 -0.913
H 2.467 -0.396 -1.376
H -0.318 2.051 -0.381
C 0.409 0.235 0.020
H -0.547 -1.616 0.544
Cl -2.393 -0.162 -0.060
H 0.664 -0.346 2.025
H -0.501 1.021 1.955
H 1.232 1.383 1.756
C -0.671 -0.867 -0.223
H 0.158 1.218 -1.974
*
```